Here is C34H35BrHgN6O2S4Sb as an isolated structure from the Open Molecules 2025 dataset. Energies are from ωB97M-V with the def2-TZVPD basis set.

The geometry in XYZ format:
```
84
Properties=species:S:1:pos:R:3:forces:R:3
Hg -1.512 0.849 0.278 -0.1 -0.1 0.0
C 4.256 1.611 -1.748 0.0 0.0 -0.1
O 3.901 2.448 -0.658 0.0 0.0 0.0
C 2.729 1.899 -0.127 0.0 0.1 0.1
N 2.195 0.940 -0.834 0.0 -0.1 0.0
C 2.962 0.832 -2.056 0.1 0.0 0.0
C 3.220 -0.591 -2.494 0.0 0.0 0.0
C 3.537 -0.873 -3.819 0.0 0.0 0.0
C 3.786 -2.175 -4.230 0.0 0.0 0.0
C 3.708 -3.217 -3.316 0.0 0.0 0.0
C 3.381 -2.945 -1.994 0.0 0.0 0.0
C 3.143 -1.640 -1.586 0.0 0.0 0.0
C 2.272 2.461 1.087 -0.1 0.0 0.0
C 2.983 3.510 1.741 0.0 0.0 0.0
C 2.535 3.993 2.933 0.0 0.0 0.0
C 1.367 3.436 3.520 0.0 0.0 0.0
C 0.721 2.439 2.810 0.0 -0.1 0.0
N 1.105 1.957 1.629 0.0 0.0 0.0
C -0.488 1.786 3.376 0.0 0.1 -0.1
N -1.039 0.758 2.883 0.0 -0.1 0.1
C -2.261 0.490 3.646 0.0 0.0 0.0
C -2.168 1.486 4.819 0.0 0.0 0.0
O -1.043 2.335 4.482 0.0 0.0 0.0
C -2.365 -0.961 4.045 0.1 0.0 0.0
C -3.579 -1.628 3.935 0.0 0.0 0.0
C -3.670 -2.970 4.284 0.0 0.0 0.0
C -2.553 -3.655 4.739 0.0 0.0 0.0
C -1.336 -2.993 4.844 0.0 0.0 0.0
C -1.245 -1.654 4.497 0.0 0.0 0.0
H 5.067 0.934 -1.454 0.0 0.0 0.1
H 4.595 2.235 -2.576 0.0 0.0 0.0
H 2.431 1.323 -2.890 0.0 0.0 0.0
H 3.566 -0.063 -4.543 0.0 0.0 0.0
H 4.020 -2.379 -5.268 0.0 0.0 0.0
H 3.880 -4.238 -3.637 0.0 0.0 0.0
H 3.292 -3.754 -1.279 0.0 0.0 0.0
H 2.857 -1.415 -0.567 0.0 0.0 0.0
H 3.875 3.908 1.276 0.0 0.0 0.0
H 3.067 4.794 3.431 0.0 0.0 0.0
H 0.976 3.772 4.468 0.0 0.0 0.0
H -3.126 0.745 3.026 0.0 0.0 0.0
H -1.954 1.000 5.773 0.0 0.0 0.0
H -3.060 2.104 4.899 0.0 0.0 0.0
H -4.438 -1.095 3.540 0.0 0.0 0.0
H -4.615 -3.486 4.169 0.0 0.0 0.0
H -2.624 -4.708 4.988 0.0 0.0 0.0
H -0.453 -3.526 5.180 0.0 0.0 0.0
H -0.291 -1.142 4.549 0.0 0.0 0.0
S -5.721 1.381 2.678 0.0 0.0 0.0
Sb -5.070 1.309 0.458 0.0 -0.1 0.0
S -2.992 2.702 0.498 0.0 0.1 0.0
S -3.876 -0.889 0.415 0.0 0.0 0.2
S -4.154 -1.833 -1.419 0.0 0.0 -0.1
Br -1.063 -5.065 -0.437 0.0 0.0 0.0
C -0.302 -3.475 0.251 0.0 0.0 0.0
C 0.816 -3.536 1.060 0.0 0.0 0.0
C 1.343 -2.346 1.534 0.0 0.0 0.0
C 0.733 -1.154 1.183 0.1 0.0 0.0
N -0.355 -1.122 0.414 0.1 0.0 0.0
C -0.882 -2.253 -0.053 0.0 -0.1 0.0
H 1.255 -4.492 1.315 0.0 0.0 0.0
H 2.216 -2.338 2.172 0.0 0.0 0.0
H 1.095 -0.185 1.509 0.0 0.0 0.0
H -1.790 -2.192 -0.655 0.0 0.0 0.0
C -0.470 2.183 -2.560 0.0 -0.1 0.0
C -0.398 2.407 -4.093 0.0 0.0 0.0
N -1.034 1.297 -4.809 0.0 0.0 0.0
C -0.378 0.048 -4.406 0.0 0.0 0.0
C -0.573 -0.204 -2.890 0.0 0.0 0.0
N -1.231 0.958 -2.284 -0.1 0.1 0.0
C -2.577 1.102 -2.864 0.0 0.0 0.0
C -2.447 1.232 -4.402 0.0 0.0 0.0
H -0.985 3.003 -2.056 0.0 0.0 0.0
H 0.513 2.074 -2.105 0.0 0.0 0.0
H 0.641 2.479 -4.432 0.0 0.0 0.0
H -0.904 3.331 -4.384 0.0 0.0 0.0
H 0.685 0.125 -4.663 0.0 0.0 0.0
H -0.803 -0.768 -4.995 0.0 0.0 0.0
H 0.374 -0.367 -2.374 0.1 0.0 0.0
H -1.221 -1.066 -2.714 0.0 0.0 0.0
H -3.032 1.983 -2.410 0.0 0.0 0.0
H -3.168 0.226 -2.583 0.0 0.0 0.0
H -2.948 2.131 -4.770 0.0 0.0 0.0
H -2.900 0.372 -4.902 0.0 0.0 0.0
```
Forces are in eV/Å.

Calculated values
Net charge: -2
2S+1: 2
Energy above the lowest of the compared OMol25 structures with the same formula, charge and spin in eV: 0.000
HOMO-LUMO gap (alpha / beta) in Eh: 0.1577 / 0.1836
HOMO (alpha / beta) in eV: -0.42 / -1.13
Calculated total energy in eV: -172960.6440
⟨S²⟩: 0.77